one | Entry from OMol25: an isolated molecule of C2H5ClN2O (ωB97M-V with the def2-TZVPD basis set).

## Properties
highest occupied orbital energy	-9.3	eV

```
! wB97M-V def2-TZVPD RIJCOSX def2/J DEFGRID3
* xyz 0 1
O -1.1380 -1.4202 0.2048
C -0.2489 -0.6786 -0.5403
N -0.8118 0.7325 -0.5315
N 0.1778 1.2390 0.3391
C 0.8900 -0.0413 0.4192
Cl 2.5753 -0.2033 -0.2490
H -1.7108 -0.7702 0.6494
H 0.1689 -1.2019 -1.3511
H -0.6671 1.2904 -1.4574
H -0.1531 1.5312 1.1884
H 0.9176 -0.4776 1.3281
*
```

Here are the Löwdin charges for atoms 1 to 4, given in e: atom 1 (O): -0.01, atom 2 (C): -0.34, atom 3 (N): -0.03, atom 4 (N): -0.05


two | Entry from OMol25: a structure of composition C2H5ClN2O (ωB97M-V with the def2-TZVPD basis set).

## Properties
highest occupied orbital energy	-8.6	eV

```
! wB97M-V def2-TZVPD RIJCOSX def2/J DEFGRID3
* xyz 0 1
C 0.4301 0.2789 -0.5806
C 1.6085 0.1682 0.0165
N 0.0494 1.5941 -0.0765
N 1.3547 1.5349 0.5752
O -1.2083 -1.4921 0.1569
Cl 3.0764 -0.8039 0.0089
H -0.0369 -0.1093 -1.4840
H -1.4049 -2.1088 0.9532
H -0.6709 1.3354 0.5689
H 1.3384 1.6743 1.6122
H -1.8314 -1.8717 -0.4151
*
```

Here are the Löwdin charges for atoms 1 to 4, given in e: atom 1 (C): -0.22, atom 2 (C): -0.67, atom 3 (N): 0.00, atom 4 (N): -0.06


Least stable structure: two


one | Entry from OMol25: a structure of composition CH2N2OS2 (ωB97M-V with the def2-TZVPD basis set).

## Properties
highest occupied orbital energy	-9.3	eV

```
! wB97M-V def2-TZVPD RIJCOSX def2/J DEFGRID3
* xyz 0 1
C 0.6474 0.5698 0.1817
N 1.7051 1.2826 0.2899
N 0.5714 -0.7345 0.1917
O 3.9906 0.8662 -0.7650
S 2.5925 -1.6064 -0.0786
S 3.1373 0.5137 0.3674
H -0.3414 0.9104 -0.0533
H -0.1566 -1.4125 -0.1862
*
```

Here are the Löwdin charges for atoms 1 to 4, given in e: atom 1 (C): -0.45, atom 2 (N): -0.22, atom 3 (N): -0.11, atom 4 (O): -0.55


two | Entry from OMol25: a cluster of 2 separate species, CH2N2OS2 in total (ωB97M-V with the def2-TZVPD basis set).

## Properties
highest occupied orbital energy	-8.9	eV

```
! wB97M-V def2-TZVPD RIJCOSX def2/J DEFGRID3
* xyz 0 1
C 0.1395 1.2295 0.3544
N -0.6464 1.9524 -0.3282
N -1.4383 2.3797 -1.0158
O -0.8867 -1.8176 2.3783
S -0.5135 -3.8002 0.4536
S -1.2915 -2.1703 1.0158
H 0.1531 1.2711 1.3451
H 1.1600 0.9184 -0.1882
*
```

Here are the Löwdin charges for atoms 1 to 4, given in e: atom 1 (C): -0.08, atom 2 (N): -0.22, atom 3 (N): 0.19, atom 4 (O): -0.61


Least stable structure: two